(1)
Density functional theory data (ωB97M-V with the def2-TZVPD basis set) for C31H55BrNP3Sr as an isolated structure.

Structure (XYZ):
```
92
C31H55BrNP3Sr ωB97M-V with the def2-TZVPD basis set
N 5.9588 -2.0453 1.4271
C 5.2571 -2.7076 2.3541
C 4.4574 -3.8191 2.0416
C 4.3321 -4.1956 0.6825
C 5.1621 -3.5486 -0.2619
C 5.9472 -2.4730 0.1652
C 3.2709 -5.0713 0.2336
Sr -0.6213 -1.4363 -0.7401
P -2.9828 2.9505 -1.3827
C 2.8334 -5.0800 -1.0685
C 1.4387 -4.8646 -1.3915
C 1.1067 -4.2691 -2.6388
C -0.1921 -3.7194 -2.8251
C -0.9872 -3.8228 -1.7320
C -0.8716 -4.5755 -0.6037
C 0.4450 -5.0732 -0.3972
Br -3.1548 -0.5840 -0.7726
H 2.7729 -5.6789 0.9946
H 3.5237 -5.1107 -1.9114
H 3.8896 -4.3165 2.8384
H 5.1624 -3.8121 -1.3228
H 5.3423 -2.3639 3.3870
H 6.5869 -1.9468 -0.5410
H 1.8841 -4.1407 -3.4009
H 0.7219 -5.5557 0.5432
H -0.5002 -3.2686 -3.7712
H -1.6784 -4.7837 0.0981
P 1.4629 0.7760 -1.0975
C -4.1476 2.2652 -0.1040
C -5.4970 1.7335 -0.5585
H -4.2623 3.0129 0.6930
H -3.5648 1.4298 0.3301
H -5.8959 1.1078 0.2484
H -6.2400 2.5203 -0.7299
H -5.4445 1.1012 -1.4497
C -3.4120 2.2392 -3.0552
C -4.6669 2.7093 -3.7825
H -3.4410 1.1506 -2.9070
H -2.5251 2.4534 -3.6775
H -4.7497 2.1551 -4.7285
H -5.5773 2.5075 -3.2050
H -4.6451 3.7725 -4.0446
C -3.6646 4.6546 -1.5170
C -5.0511 4.9440 -0.9397
H -3.6238 4.9435 -2.5737
H -2.9181 5.2679 -0.9839
H -5.2397 6.0283 -0.9958
H -5.8564 4.4519 -1.5001
H -5.1403 4.6488 0.1076
C 1.7278 2.5444 -0.6606
C 0.4700 3.4143 -0.7065
H 2.4852 2.9237 -1.3675
H 2.1641 2.5606 0.3512
H 0.6917 4.3899 -0.2547
H 0.1307 3.6037 -1.7336
H -0.3750 2.9718 -0.1565
C 1.0426 0.9882 -2.8856
C 0.9567 -0.3075 -3.6916
H 1.8324 1.6477 -3.2788
H 0.0918 1.5405 -2.9463
H 1.0246 -0.0647 -4.7596
H 1.7718 -1.0092 -3.4693
H -0.0003 -0.8397 -3.5626
C 3.2059 0.1823 -1.2609
C 4.1776 0.6213 -0.1719
H 3.5629 0.5104 -2.2485
H 3.1544 -0.9191 -1.2801
H 5.1847 0.2740 -0.4270
H 4.2146 1.7108 -0.0650
H 3.9389 0.1831 0.8062
C -2.9256 0.3811 3.4329
C -1.5107 0.9511 3.4362
P -0.3596 0.0558 2.3034
C 1.1743 1.0480 2.6107
C 1.6234 1.3057 4.0436
C -0.0011 -1.5154 3.2272
C -0.1015 -1.4941 4.7484
H -3.3418 0.3307 2.4198
H -3.5813 1.0203 4.0364
H -2.9771 -0.6254 3.8635
H -1.5357 1.9996 3.0947
H -1.0987 0.9462 4.4563
H 1.9713 0.5475 2.0389
H 0.9820 2.0118 2.1203
H 2.0543 0.4124 4.5049
H 2.3998 2.0794 4.0427
H 0.8256 1.6860 4.6904
H -0.7059 -2.2623 2.8216
H 1.0075 -1.8264 2.9122
H -1.1203 -1.2893 5.0978
H 0.1889 -2.4848 5.1209
H 0.5750 -0.7651 5.2134
```

The value obtained for the gap between HOMO and LUMO (alpha / beta) is 6.390 / 4.001 eV. Its electronic energy is -133257.65212 eV. As for the energy relative to the best compared isomer or geometry (same formula, charge and spin): 167.1 kJ/mol. Its net charge is +2. Its LUMO energy (alpha / beta) is -0.22905 / -0.31848 Ha.


(2)
Density functional theory data (ωB97M-V with the def2-TZVPD basis set) for an isolated ion of composition C5H10NO2 and charge +1.

Structure (XYZ):
```
18
C5H10NO2 ωB97M-V with the def2-TZVPD basis set
C 0.0823 -0.9849 -0.2847
C -0.0545 1.2103 0.9156
C -1.2158 0.2220 1.2541
C 0.8917 0.5136 -0.0856
C 1.0327 1.0898 -1.5062
N -1.0084 -0.9371 0.3209
O 0.5486 -2.0025 -0.8690
O -2.0183 -1.8402 0.4021
H -0.4807 2.1742 0.4845
H 0.5120 1.5470 1.8366
H -0.9814 -0.2863 2.1744
H -2.2349 0.4736 1.2064
H 1.8184 0.2836 0.4248
H 0.1402 0.8521 -1.9807
H 1.8790 0.5096 -1.9609
H 1.3024 2.1279 -1.6650
H 1.4438 -2.1972 -1.1752
H -1.6570 -2.7556 0.5080
```

The value obtained for the gap between HOMO and LUMO is 11.984 eV. Its electronic energy is -10922.98874 eV. As for the energy relative to the best compared isomer or geometry (same formula, charge and spin): 295.5 kJ/mol. Its net charge is +1. Its structure (SMILES) is C[C@H]1CC[N+](O)=C1O. Its LUMO energy is -0.12196 Ha.


(3)
Density functional theory data (ωB97M-V with the def2-TZVPD basis set) for C28H28N4O2W as an isolated structure.

Structure (XYZ):
```
63
C28H28N4O2W ωB97M-V with the def2-TZVPD basis set
C -1.9036 1.5718 0.4214
C -1.9142 -1.1937 0.5112
H -0.9012 1.9204 0.6761
H -2.4099 1.1748 1.3022
H -2.5110 2.3697 -0.0185
H -1.6235 -2.1727 0.1180
H -1.2359 -0.9162 1.3177
H -2.9507 -1.2068 0.8554
C -1.1822 2.7878 -2.6284
C -0.8242 3.5853 -3.7085
C -0.5919 2.9732 -4.9384
C -0.7253 1.5941 -5.0400
H -1.3561 3.2075 -1.6437
H -0.7225 4.6575 -3.5798
H -0.3020 3.5596 -5.8047
H -0.5321 1.1001 -5.9849
N -1.3169 1.4594 -2.7255
C -1.0906 0.8501 -3.9129
C -1.2235 -0.6195 -3.9286
N -1.4910 -1.2121 -2.7404
C -1.6115 -2.5436 -2.6828
C -1.1938 -2.7658 -5.0264
C -1.4680 -3.3613 -3.7972
H -1.8219 -2.9555 -1.7016
H -1.5684 -4.4367 -3.6968
C -1.0735 -1.3832 -5.0914
H -0.8644 -0.9025 -6.0397
H -1.0750 -3.3679 -5.9218
W -1.6705 0.1394 -1.0240
C -3.7365 0.1723 -1.2129
H -4.0713 -0.8635 -1.3154
H -3.9708 0.7438 -2.1156
H -4.1922 0.6344 -0.3363
O 0.9136 2.0033 -1.1510
C 1.0945 1.0435 -0.4282
N 1.7304 1.1787 0.7628
C 1.6506 -0.0399 1.5277
C 0.9605 -0.9017 0.4602
O 0.6790 -2.0792 0.6331
N 0.4448 -0.1339 -0.5818
C 3.0168 -0.3183 2.1577
C 3.7544 -1.4962 1.9778
C 4.9268 -1.7055 2.7273
C 5.3693 -0.7479 3.6493
C 4.6510 0.4296 3.8271
C 3.4903 0.6421 3.0912
C 0.7062 -0.0331 2.7782
C 0.6757 -1.2013 3.5965
C -0.1167 -1.2763 4.7466
C -0.9298 -0.2030 5.0972
C -0.9292 0.9515 4.3184
C -0.1042 1.0505 3.1812
H 2.1248 2.0694 1.1025
H 3.4069 -2.2637 1.3030
H 5.4859 -2.6232 2.6142
H 6.2598 -0.9185 4.2410
H 4.9753 1.1694 4.5509
H 2.9300 1.5525 3.2835
H 1.2974 -2.0565 3.3622
H -0.0997 -2.1685 5.3635
H -1.5561 -0.2749 5.9837
H -1.5687 1.7772 4.6071
H -0.1163 1.9719 2.6323
```

As for the expectation value of S²: 2.02. The value obtained for the gap between HOMO and LUMO (alpha / beta) is 7.001 / 4.596 eV. Its electronic energy is -41353.23013 eV. Its multiplicity is 3. As for the energy relative to the best compared isomer or geometry (same formula, charge and spin): 241.5 kJ/mol. Its net charge is +2. Its LUMO energy (alpha / beta) is -0.26355 / -0.36620 Ha.


(4)
Density functional theory data (ωB97M-V with the def2-TZVPD basis set) for an isolated ion of composition CH4Cl2N3S and charge +1.

Structure (XYZ):
```
11
CH4Cl2N3S ωB97M-V with the def2-TZVPD basis set
C 0.2623 0.9323 0.3346
N -0.9443 0.8746 -0.5789
N 0.8447 -0.2784 0.4599
N 0.2136 -1.3737 -0.0429
S 0.7138 2.3271 0.9897
Cl -0.3691 -2.4386 1.2792
Cl 1.2705 -2.2981 -1.1215
H -1.6735 1.4958 -0.1986
H -0.6868 1.2311 -1.5105
H 1.6552 -0.3630 1.0697
H -1.2865 -0.1091 -0.6806
```

The value obtained for the gap between HOMO and LUMO is 9.338 eV. Its electronic energy is -41442.10776 eV. As for the energy relative to the best compared isomer or geometry (same formula, charge and spin): 0.0 kJ/mol. Its net charge is +1. Its structure (SMILES) is [NH3+]C(=S)NN(Cl)Cl. Its LUMO energy is -0.18026 Ha.


(5)
Density functional theory data (ωB97M-V with the def2-TZVPD basis set) for one molecule with the formula C4H7NOS.

Structure (XYZ):
```
14
C4H7NOS ωB97M-V with the def2-TZVPD basis set
C 0.2638 -0.8224 -2.3407
C -0.3771 -0.8946 0.0546
C -0.4272 -0.5148 1.3031
C 0.2724 1.8354 1.1419
H -0.7986 -0.8536 -2.7992
H 0.9199 0.0393 -2.7429
H 0.7656 -2.0093 -2.2120
H -0.7615 -1.9416 -0.2341
H -0.9374 -1.0502 2.0432
H 0.2078 0.6669 2.9287
H -0.3030 1.8632 0.1353
N -0.1057 0.7690 1.8727
O 0.0899 -0.2481 -0.9590
S 1.1912 3.1608 1.8083
```

The value obtained for the gap between HOMO and LUMO is 8.510 eV. Its electronic energy is -18631.12462 eV. As for the energy relative to the best compared isomer or geometry (same formula, charge and spin): 330.5 kJ/mol. Its net charge is 0. Its structure (SMILES) is CO/C=C\NC=S. Its LUMO energy is 0.02015 Ha.


What is the net charge in the third record?
+2